Here is C21H28ClLuN3O3 as an isolated structure in a non-equilibrium geometry from the OMol25 dataset. Energies are from ωB97M-V/def2-TZVPD.

ΔE to the lowest compared entry with this formula, charge and spin: 0.000 eV

Geometry as ORCA input:
```
! wB97M-V def2-TZVPD RIJCOSX def2/J DEFGRID3
* xyz -1 1
Lu -0.38 -0.04 0.14
Cl 1.58 -0.17 -1.40
N 0.08 2.26 0.08
N -0.09 -2.38 0.27
C -0.91 3.00 -0.41
C -0.88 -3.10 -0.48
C 1.16 3.19 0.47
C 0.45 4.55 0.50
C 2.25 3.20 -0.60
C 1.74 2.78 1.82
H 1.85 3.62 -1.53
H 2.58 2.17 -0.80
H 3.09 3.82 -0.26
H 0.93 2.72 2.57
H 2.48 3.52 2.14
H 2.21 1.79 1.75
C 0.84 -3.28 0.98
C 0.55 -4.64 0.35
C 0.53 -3.25 2.48
C 2.28 -2.84 0.74
H 2.47 -2.78 -0.33
H 2.96 -3.58 1.20
H 2.47 -1.85 1.18
H -0.47 -3.71 2.64
H 0.51 -2.21 2.84
H 1.28 -3.83 3.02
O -0.61 -4.40 -0.54
H 0.24 -5.42 1.07
H 1.36 -5.00 -0.30
O -0.79 4.32 -0.27
H 0.98 5.37 -0.01
H 0.15 4.85 1.52
C -2.08 2.41 -1.10
C -2.01 -2.54 -1.27
C -1.58 -1.28 -1.99
H -2.82 -2.28 -0.56
H -2.37 -3.27 -1.99
C -1.69 -0.05 -1.51
C -1.64 1.21 -1.91
H -1.45 -0.02 2.00
C -1.14 1.25 -3.27
C -0.92 0.04 -3.86
C -0.91 2.58 -3.84
C -1.08 -1.21 -3.35
H -0.54 0.08 -4.92
C -0.78 -2.49 -3.99
H -0.48 -2.30 -4.99
H -1.61 -3.16 -4.01
H 0.02 -3.00 -3.49
H -1.73 3.25 -3.72
H -0.72 2.46 -4.89
H -0.04 3.05 -3.41
H -2.56 3.15 -1.76
H -2.81 2.08 -0.33
O -1.09 0.81 4.75
C -0.66 0.44 3.64
N -0.20 0.05 2.43
*
```